Computed, not measured: a cluster of 5 separate species, C15H30BBrN4O8S in total, with the ωB97M-V functional and the def2-TZVPD basis.

Output
- molecular weight (u) = 517.21
- total charge = 0
- LUMO energy (Eh) = -0.054
- E_HOMO (eV) = -6.49
- multiplicity = 1

XYZ file:
```
60
Properties=species:S:1:pos:R:3:lowdin_charge:R:1
N -3.709 0.999 4.830 0.20
B -3.970 1.150 3.433 -0.56
O -3.944 2.435 2.929 0.15
C -4.240 -0.085 2.427 -0.16
C -3.377 -1.295 2.766 -0.19
C -4.201 -2.490 3.211 -0.13
N -5.478 -2.135 3.886 0.11
C -6.215 -1.256 3.165 -0.35
N -7.603 -1.300 3.287 0.13
N -5.691 -0.384 2.303 0.17
H -3.592 0.043 5.138 0.06
H -4.333 1.513 5.438 0.09
H -4.705 2.571 2.352 0.10
H -3.910 0.269 1.447 0.14
H -2.646 -1.066 3.546 0.11
H -2.803 -1.620 1.907 -0.06
H -3.616 -3.079 3.913 0.13
H -4.396 -3.120 2.342 0.12
H -5.354 -1.864 4.858 0.16
H -8.135 -1.698 2.532 0.10
H -8.097 -0.882 4.054 0.10
H -5.963 -0.586 1.339 0.19
C 2.328 -3.582 0.954 -0.23
C 1.918 -2.704 -0.237 -0.23
C 0.509 -2.150 0.052 -0.36
S 0.386 -2.065 1.851 0.63
O -0.607 -2.994 2.344 -0.37
O 0.381 -0.680 2.281 -0.35
C 1.996 -2.770 2.197 -0.24
H 3.387 -3.840 0.921 0.11
H 1.754 -4.511 0.947 0.12
H 2.633 -1.884 -0.335 0.10
H 1.933 -3.262 -1.167 0.11
H 0.366 -1.163 -0.362 0.06
H -0.306 -2.822 -0.331 -0.08
H 1.943 -3.362 3.109 0.10
H 2.698 -1.946 2.325 0.10
O 1.523 -1.321 -2.506 0.11
C 1.952 -0.252 -2.828 -0.46
O 2.481 0.001 -4.052 0.03
C 3.007 1.341 -4.094 -0.17
C 2.277 2.093 -2.991 -0.15
C 2.037 0.991 -1.961 -0.07
H 4.083 1.294 -3.921 0.11
H 2.827 1.768 -5.075 0.12
H 2.836 2.945 -2.611 0.11
H 1.320 2.459 -3.365 0.12
H 2.879 0.882 -1.274 0.13
H 1.115 1.137 -1.405 0.13
C 6.207 3.358 -5.131 -0.11
C 6.723 4.731 -4.761 -0.12
O 5.576 5.558 -4.970 0.07
C 4.472 4.777 -4.872 -0.56
O 3.356 5.182 -4.829 0.17
O 4.813 3.461 -4.827 0.02
H 6.670 2.560 -4.555 0.13
H 6.320 3.140 -6.195 0.14
H 7.020 4.798 -3.712 0.13
H 7.552 5.056 -5.384 0.13
Br -2.391 -2.340 -0.331 -0.11
```



Computed, not measured: a cluster of 4 separate species, C15H30BFNO4 in total, with the ωB97M-V functional and the def2-TZVPD basis.

Output
- molecular weight (u) = 318.22
- total charge = -1
- LUMO energy (Eh) = 0.091
- E_HOMO (eV) = -3.97
- multiplicity = 1

XYZ file:
```
52
Properties=species:S:1:pos:R:3:lowdin_charge:R:1
C 3.442 -2.282 2.097 -0.17
N 3.002 -1.151 3.000 -0.19
C 3.208 0.217 2.352 -0.22
B 2.050 0.524 1.181 -0.64
C 2.738 0.987 -0.273 -0.07
C 2.022 0.036 -1.446 -0.17
O 2.540 -1.188 -1.717 -0.08
F 0.805 0.414 -2.201 -0.06
C 0.898 1.615 1.705 -0.14
C -0.650 0.991 1.602 -0.12
C -1.912 1.933 1.058 -0.03
C -3.409 1.250 0.935 -0.06
C -3.743 -0.327 1.319 -0.22
C -5.205 -1.054 1.168 -0.16
C -2.496 -1.265 1.911 -0.05
C -1.023 -0.552 2.019 -0.03
H 2.594 -2.440 1.275 0.06
H 4.433 -2.077 1.504 0.09
H 3.474 -3.315 2.693 0.08
H 2.015 -1.284 3.322 0.08
H 4.301 0.409 1.978 0.09
H 3.000 1.011 3.213 0.09
H 1.558 -0.547 0.962 0.06
H 3.862 0.661 -0.216 0.10
H 2.619 2.139 -0.488 0.10
H 1.129 2.044 2.777 0.09
H 0.961 2.553 0.970 0.09
H -1.724 3.058 0.746 0.07
H -4.297 1.925 0.528 0.07
H -5.879 -1.016 2.127 0.07
H -4.999 -2.189 0.869 0.08
H -5.728 -0.564 0.216 0.08
H -2.653 -2.409 2.214 0.08
H -0.115 -1.223 2.406 0.08
C 2.433 -4.918 -0.478 -0.16
O 2.062 -3.588 -0.162 -0.17
H 2.684 -5.445 0.445 0.08
H 1.598 -5.423 -0.968 0.07
H 3.304 -4.907 -1.137 0.08
H 1.845 -3.145 -1.000 0.06
C -0.777 -0.172 -4.715 -0.17
O -1.826 0.658 -5.178 -0.14
H -0.845 -1.142 -5.213 0.08
H 0.185 0.290 -4.951 0.08
H -0.871 -0.312 -3.635 0.07
H -1.740 1.511 -4.718 0.07
C -2.278 4.836 -1.973 -0.17
O -2.590 4.999 -0.602 -0.15
H -1.347 4.272 -2.060 0.08
H -3.083 4.286 -2.467 0.07
H -2.153 5.817 -2.438 0.07
H -3.421 5.503 -0.555 0.08
```



Computed, not measured: a cluster of 3 separate species, C15H30BrF5N4O8PS in total, with the ωB97M-V functional and the def2-TZVPD basis.

Output
- molecular weight (u) = 632.36
- total charge = +1
- LUMO energy (Eh) = -0.187
- energy above the lowest of the compared OMol25 structures with the same formula, charge and spin (kcal per mole) = 0.0
- E_HOMO (eV) = -12.00
- multiplicity = 1

XYZ file:
```
65
Properties=species:S:1:pos:R:3:lowdin_charge:R:1
N -1.071 3.046 2.690 0.13
C -2.297 2.328 2.530 -0.49
O -2.911 1.927 3.477 0.14
C -2.820 2.099 1.114 -0.10
C -1.952 1.121 0.293 -0.18
N -1.733 1.604 -1.114 -0.27
C -0.807 0.823 -1.772 -0.46
N -1.116 -0.541 -1.977 0.16
N 0.330 1.324 -2.218 -0.04
C 1.342 0.505 -2.955 -0.12
C 1.197 0.594 -4.488 -0.15
C 0.621 -0.673 -5.152 -0.15
C 1.682 -1.623 -5.717 -0.16
O 1.940 -2.641 -4.741 -0.02
C 2.997 -2.439 -3.937 -0.36
O 3.061 -2.872 -2.826 0.10
S 0.778 3.021 -2.101 0.78
O 1.816 3.179 -3.055 -0.20
O -0.369 3.840 -2.097 -0.21
C 1.610 3.088 -0.417 -0.44
F 1.144 4.184 0.158 0.17
F 1.271 1.999 0.292 0.12
C 3.165 3.163 -0.487 -0.61
F 3.552 4.315 -0.972 0.23
F 3.609 3.029 0.750 0.21
F 3.642 2.164 -1.214 0.19
P -3.299 1.749 -1.974 0.68
O -3.905 0.274 -1.933 -0.32
Br -2.419 1.808 -4.058 0.43
H -0.259 2.476 2.495 0.06
H -1.048 3.884 2.121 0.08
H -3.849 1.745 1.192 0.12
H -2.844 3.065 0.592 0.12
H -2.476 0.160 0.288 0.12
H -0.999 0.950 0.789 0.09
H -1.153 -0.755 -2.973 0.09
H -0.425 -1.158 -1.548 0.14
H 2.313 0.891 -2.651 0.11
H 1.290 -0.520 -2.584 0.12
H 0.569 1.452 -4.743 0.09
H 2.181 0.824 -4.907 0.13
H 0.041 -1.272 -4.446 0.10
H -0.047 -0.375 -5.966 0.12
H 1.336 -2.118 -6.625 0.13
H 2.613 -1.094 -5.955 0.12
H 3.799 -1.833 -4.400 0.15
H -3.313 -0.442 -1.650 0.05
C 0.803 -0.072 4.145 -0.08
C 0.723 -1.287 3.245 -0.28
O 0.111 -0.968 1.982 -0.10
H -0.190 0.343 4.323 0.07
H 1.249 -0.327 5.106 0.08
H 1.419 0.710 3.688 0.07
H 0.105 -2.069 3.682 0.10
H 1.715 -1.711 3.070 0.12
H 0.680 -0.302 1.582 0.04
C -2.121 -4.759 6.626 -0.09
C -0.824 -4.497 5.887 -0.32
O -1.023 -4.333 4.483 -0.09
H -2.611 -5.647 6.227 0.08
H -1.939 -4.908 7.691 0.08
H -2.808 -3.917 6.514 0.07
H -0.145 -5.343 5.988 0.11
H -0.324 -3.614 6.300 0.10
H -1.623 -3.591 4.358 0.07
```



Computed, not measured: a structure of composition C15H30CdClO19, with the ωB97M-V functional and the def2-TZVPD basis.

Output
- molecular weight (u) = 662.25
- total charge = +1
- LUMO energy (Eh) = -0.073
- energy above the lowest of the compared OMol25 structures with the same formula, charge and spin (kcal per mole) = 4.3
- E_HOMO (eV) = -11.91
- multiplicity = 1

XYZ file:
```
66
Properties=species:S:1:pos:R:3:lowdin_charge:R:1
Cd -0.431 0.596 0.067 1.43
Cl -1.628 3.518 0.549 0.67
O -2.700 2.821 -0.143 -0.39
O -2.150 4.482 1.453 -0.29
O -0.890 2.491 1.326 -0.45
O -0.728 4.096 -0.403 -0.32
C -3.001 2.188 -3.129 -0.01
O -2.162 1.279 -3.845 0.02
C -1.188 0.726 -3.165 -0.58
O -1.024 0.862 -1.974 0.02
O -0.394 -0.047 -3.874 0.03
C -0.680 -0.385 -5.227 -0.02
H -3.384 1.739 -2.216 0.08
H -3.792 2.521 -3.791 0.10
H -2.469 3.084 -2.798 0.10
H 0.253 -0.368 -5.783 0.10
H -1.407 0.261 -5.708 0.10
H -1.075 -1.403 -5.272 0.10
C 2.778 -1.811 -1.915 0.00
O 1.981 -2.823 -1.308 0.03
C 0.894 -2.418 -0.709 -0.60
O 0.461 -1.287 -0.755 0.04
O 0.244 -3.383 -0.094 0.03
C 0.909 -4.628 0.158 -0.01
H 2.953 -0.961 -1.260 0.09
H 2.269 -1.431 -2.807 0.11
H 3.728 -2.226 -2.233 0.11
H 1.839 -4.498 0.699 0.10
H 1.116 -5.146 -0.782 0.10
H 0.175 -5.250 0.659 0.10
C 3.552 1.847 -3.219 -0.01
O 2.384 1.591 -2.438 0.03
C 2.392 1.729 -1.140 -0.62
O 1.380 1.601 -0.492 0.02
O 3.571 2.010 -0.646 0.02
C 3.681 2.457 0.715 0.02
H 4.445 1.383 -2.813 0.10
H 3.708 2.922 -3.315 0.11
H 3.339 1.457 -4.210 0.10
H 4.391 1.804 1.226 0.10
H 2.727 2.357 1.224 0.09
H 4.089 3.462 0.708 0.11
C -3.569 -3.124 2.465 -0.01
O -2.677 -2.330 1.683 0.02
C -2.957 -1.083 1.385 -0.60
O -2.189 -0.400 0.755 0.02
O -4.116 -0.664 1.843 0.02
C -4.465 0.718 1.661 0.02
H -4.386 -3.480 1.841 0.11
H -4.026 -2.553 3.273 0.10
H -2.997 -3.929 2.911 0.10
H -3.810 1.216 0.949 0.06
H -4.439 1.243 2.614 0.11
H -5.489 0.778 1.298 0.10
C 3.021 0.686 4.153 -0.02
O 2.254 0.620 2.960 0.02
C 1.143 -0.088 2.927 -0.59
O 0.453 -0.123 1.935 0.03
O 0.880 -0.732 4.043 0.02
C -0.409 -1.387 4.108 0.02
H 3.987 1.126 3.936 0.10
H 3.192 -0.303 4.573 0.10
H 2.501 1.290 4.895 0.11
H -1.201 -0.651 4.026 0.11
H -0.423 -1.870 5.081 0.11
H -0.435 -2.178 3.363 0.10
```



Computed, not measured: a cluster of 15 separate species, C15H30Cl30 in total, with the ωB97M-V functional and the def2-TZVPD basis.

Output
- molecular weight (u) = 1274.00
- total charge = 0
- LUMO energy (Eh) = 0.006
- energy above the lowest of the compared OMol25 structures with the same formula, charge and spin (kcal per mole) = 23.3
- E_HOMO (eV) = -10.75
- multiplicity = 1

XYZ file:
```
75
Properties=species:S:1:pos:R:3:lowdin_charge:R:1
C 13.201 16.156 13.961 -0.99
Cl 13.777 17.830 14.028 0.53
Cl 14.418 15.106 14.754 0.45
H 12.280 16.015 14.616 0.05
H 13.126 15.752 12.928 -0.01
C 18.262 11.722 8.531 -0.99
Cl 18.647 11.086 6.874 0.50
Cl 19.171 13.159 8.917 0.59
H 17.225 11.984 8.488 -0.04
H 18.400 10.919 9.211 -0.05
C 19.566 16.540 11.960 -0.97
Cl 18.813 17.168 13.386 0.58
Cl 20.550 15.000 12.333 0.45
H 18.918 16.244 11.148 -0.03
H 20.311 17.197 11.637 -0.01
C 13.750 17.472 7.206 -1.10
Cl 12.233 16.994 6.443 0.52
Cl 13.609 18.004 8.839 0.56
H 14.438 16.616 7.109 0.00
H 14.165 18.178 6.530 -0.07
C 17.798 20.113 6.075 -0.94
Cl 16.321 19.094 5.681 0.51
Cl 18.997 20.214 4.759 0.50
H 17.466 21.109 6.291 0.02
H 18.284 19.670 6.956 0.01
C 22.286 15.169 7.835 -1.08
Cl 21.885 14.287 6.364 0.52
Cl 22.276 16.825 7.504 0.57
H 21.551 14.981 8.508 -0.06
H 23.210 14.780 8.157 0.02
C 14.131 7.731 8.879 -1.12
Cl 14.306 8.573 7.320 0.50
Cl 14.620 6.065 8.772 0.52
H 14.836 8.094 9.630 -0.03
H 13.117 7.688 9.277 0.01
C 20.269 11.581 11.520 -1.06
Cl 21.368 11.486 12.951 0.47
Cl 20.281 10.025 10.709 0.55
H 19.285 11.866 11.917 0.02
H 20.729 12.300 10.813 -0.03
C 18.189 15.556 6.462 -0.94
Cl 18.757 16.560 7.828 0.47
Cl 16.717 14.692 6.944 0.51
H 17.914 16.216 5.665 0.01
H 18.924 14.786 6.138 0.02
C 14.284 10.560 11.856 -0.93
Cl 16.020 10.034 11.596 0.47
Cl 13.262 10.226 10.508 0.61
H 14.127 9.902 12.704 0.03
H 14.267 11.595 11.961 -0.01
C 8.379 14.276 10.963 -1.09
Cl 7.802 15.916 11.106 0.52
Cl 10.107 14.172 10.662 0.49
H 8.115 13.653 11.897 0.07
H 7.953 13.813 10.034 0.03
C 20.953 21.818 10.570 -1.01
Cl 22.600 21.102 10.700 0.47
Cl 19.652 20.653 10.863 0.49
H 20.855 22.674 11.274 0.04
H 20.906 22.121 9.519 0.02
C 12.822 12.871 7.777 -0.95
Cl 14.568 12.475 7.362 0.45
Cl 11.686 11.610 7.268 0.51
H 12.779 13.081 8.863 0.00
H 12.571 13.714 7.210 -0.02
C 16.203 14.317 10.477 -0.98
Cl 16.881 14.190 12.123 0.52
Cl 14.534 14.995 10.559 0.51
H 16.826 15.007 9.914 -0.05
H 16.181 13.350 10.011 -0.02
C 15.916 18.598 11.415 -1.03
Cl 16.705 17.945 9.920 0.43
Cl 15.780 20.318 11.245 0.54
H 14.940 18.096 11.466 -0.03
H 16.600 18.356 12.225 -0.02
```



Computed, not measured: a cluster of 2 separate species, C15H30N2OP in total, with the ωB97M-V functional and the def2-TZVPD basis.

Output
- molecular weight (u) = 285.39
- total charge = -1
- LUMO energy (Eh) = 0.097
- E_HOMO (eV) = -3.56
- multiplicity = 1

XYZ file:
```
49
Properties=species:S:1:pos:R:3:lowdin_charge:R:1
C 5.213 -0.049 -1.512 -0.14
C 4.512 0.524 -2.755 -0.27
C 3.880 1.891 -2.423 -0.37
N 2.579 2.084 -3.018 -0.27
P 1.214 1.225 -2.188 0.47
C 1.177 2.434 -0.687 -0.35
C -0.062 3.343 -0.644 -0.33
C -0.216 3.938 0.768 -0.14
C -0.246 0.218 -1.420 -0.35
C -0.120 -0.528 -0.285 -0.11
C -1.187 -1.258 0.184 -0.10
C -2.346 -1.209 -0.522 -0.21
N -2.541 -0.487 -1.621 0.04
C -1.473 0.195 -2.028 -0.21
H 4.616 0.129 -0.618 0.05
H 5.376 -1.126 -1.572 0.06
H 6.155 0.476 -1.339 0.06
H 3.775 -0.185 -3.120 0.08
H 5.288 0.618 -3.519 0.09
H 3.910 2.043 -1.331 0.08
H 4.545 2.659 -2.840 0.10
H 2.369 3.062 -3.170 0.04
H 0.240 2.066 -2.895 0.00
H 1.181 0.255 -3.293 -0.02
H 2.122 0.369 -1.415 0.01
H 1.179 1.863 0.249 0.05
H 2.054 3.090 -0.626 0.06
H 0.092 4.158 -1.353 0.09
H -0.972 2.796 -0.895 0.08
H -1.165 4.456 0.912 0.05
H 0.633 4.576 1.013 0.06
H -0.162 3.100 1.465 0.06
H 0.834 -0.545 0.231 0.09
H -1.087 -1.868 1.063 0.08
H -3.184 -1.807 -0.164 0.09
H -1.584 0.784 -2.937 0.09
C -3.456 -4.178 4.051 -0.18
C -4.639 -3.332 3.596 -0.17
C -3.944 -2.077 3.087 -0.20
O -2.670 -2.491 2.591 -0.17
C -2.410 -3.834 2.999 -0.20
H -3.670 -5.245 4.102 0.11
H -3.119 -3.850 5.038 0.11
H -5.160 -3.831 2.776 0.11
H -5.363 -3.126 4.384 0.11
H -3.780 -1.356 3.896 0.12
H -4.496 -1.579 2.289 0.12
H -2.502 -4.483 2.121 0.12
H -1.389 -3.907 3.377 0.12
```



Number 1: E -4407.5750 a.u.. Number 2: E -1069.5539 a.u.. Number 3: E -5223.1095 a.u.. Number 4: E -2646.6398 a.u.. Number 5: E -14395.2229 a.u.. Number 6: E -1115.5584 a.u..